No. 1
Formula: C35H57N2O6Se2V
Source: the Open Molecules 2025 dataset
Level of theory: ωB97M-V with the def2-TZVPD basis set

Results
Multiplicity: 1
HOMO energy in Ha: -0.2595
Energy above the lowest of the compared OMol25 structures with the same formula, charge and spin in kcal per mole: 0.00
M in g/mol: 810.71

Each line ends with the Mulliken charge.
Element x y z (Å)
V: -0.063 -1.964 0.139  0.544
C: -6.221 3.257 0.791  -1.859
C: -5.530 2.767 -0.471  2.224
C: -5.169 3.952 -1.328  -1.746
C: -6.270 1.680 -1.289  -1.532
C: -4.244 2.021 -0.111  0.050
C: -3.290 1.652 -1.059  -0.653
C: -2.238 0.834 -0.740  0.264
Se: -0.830 0.527 -2.087  0.029
C: 0.578 1.358 -1.147  -0.910
C: 0.829 2.728 -1.459  -0.042
C: 1.846 3.400 -0.846  -0.258
C: 2.652 2.620 0.005  -0.060
C: 2.551 1.263 0.290  -1.422
C: 1.416 0.581 -0.256  1.271
O: 1.272 -0.739 -0.407  0.102
C: 3.727 0.544 1.009  2.449
C: 4.374 1.426 2.058  -1.924
C: 4.681 -0.037 -0.053  -1.266
C: 3.177 -0.589 1.956  -1.376
C: 2.192 4.876 -0.981  1.348
C: 2.733 5.393 0.363  -1.380
C: 3.047 5.137 -2.289  -1.395
C: 0.845 5.599 -1.182  -1.778
C: -2.074 0.291 0.508  0.276
O: -0.981 -0.416 0.882  0.622
C: -3.124 0.563 1.490  -0.613
C: -4.102 1.463 1.196  -0.085
C: -2.955 0.180 2.982  2.463
C: -3.192 -1.314 3.032  -1.526
C: -4.054 0.803 3.868  -2.426
C: -1.641 0.444 3.653  -1.567
H: -7.010 4.018 0.671  0.398
H: -5.501 3.732 1.455  0.382
H: -6.632 2.368 1.329  0.356
H: -6.059 4.571 -1.592  0.451
H: -4.768 3.687 -2.311  0.312
H: -4.562 4.675 -0.800  0.399
H: -7.325 1.784 -1.071  0.450
H: -5.985 0.643 -1.041  0.256
H: -6.013 1.671 -2.378  0.346
H: -3.540 1.863 -2.147  0.063
H: 0.311 3.215 -2.264  0.440
H: 3.610 3.062 0.313  0.180
H: 4.738 2.370 1.694  0.412
H: 5.259 0.920 2.492  0.484
H: 3.630 1.656 2.794  0.478
H: 5.231 0.719 -0.662  0.268
H: 4.220 -0.698 -0.867  -0.113
H: 5.350 -0.680 0.533  0.443
H: 2.268 -0.176 2.514  0.249
H: 3.973 -0.894 2.621  0.594
H: 2.849 -1.566 1.523  -0.199
H: 3.654 4.908 0.748  0.358
H: 1.821 5.163 1.093  0.299
H: 2.799 6.513 0.376  0.389
H: 3.965 4.515 -2.351  0.288
H: 3.349 6.206 -2.110  0.394
H: 2.388 4.961 -3.141  0.344
H: 0.204 5.459 -0.324  0.427
H: 0.391 5.270 -2.110  0.400
H: 1.120 6.680 -1.310  0.456
H: -4.736 1.767 2.018  0.255
H: -4.201 -1.611 2.674  0.352
H: -3.007 -1.686 4.081  0.420
H: -2.441 -1.849 2.434  -0.022
H: -5.072 0.490 3.596  0.436
H: -4.109 1.898 3.943  0.424
H: -3.951 0.505 4.954  0.379
H: -0.823 0.018 3.101  -0.036
H: -1.654 0.093 4.748  0.421
H: -1.492 1.549 3.668  0.354
C: -2.148 -3.806 -1.053  -0.812
H: -3.261 -3.727 -1.047  0.218
H: -1.912 -4.709 -0.446  0.116
H: -1.813 -3.873 -2.111  0.255
O: -2.229 -4.751 2.985  -0.333
Se: -1.914 -6.380 2.826  0.686
O: -0.616 -6.296 1.841  -0.383
O: -1.662 -2.584 -0.492  -0.271
O: 0.305 -2.563 1.482  -0.657
C: 2.161 -6.394 -0.845  -1.249
C: 2.920 -5.159 -0.482  -0.913
N: 3.053 -4.067 -1.481  0.309
C: 4.206 -4.240 -2.346  -1.019
C: 3.954 -5.462 -3.286  -1.053
C: 2.063 -3.200 -1.662  1.319
C: 2.289 -2.203 -2.768  -1.555
N: 0.862 -3.351 -1.114  -0.274
H: 1.385 -6.244 -1.611  0.318
H: 1.643 -6.699 0.070  0.381
H: 2.796 -7.269 -1.018  0.469
H: 4.027 -5.373 -0.339  0.371
H: 2.490 -4.737 0.465  0.428
H: 5.028 -4.376 -1.676  0.512
H: 4.370 -3.252 -2.827  0.528
H: 4.894 -5.628 -3.872  0.430
H: 3.160 -5.263 -4.028  0.243
H: 3.778 -6.349 -2.744  0.286
H: 2.684 -2.790 -3.612  0.689
H: 3.005 -1.402 -2.545  0.172
H: 1.352 -1.701 -3.034  -0.012
H: 0.941 -4.238 -0.642  -0.011

***

No. 2
Formula: C35H58IN4O7S5
Source: the Open Molecules 2025 dataset
Level of theory: ωB97M-V with the def2-TZVPD basis set

Results
Total charge: +1
Multiplicity: 1
HOMO energy in Ha: -0.3483
M in g/mol: 934.11

Each line ends with the Mulliken charge.
Element x y z (Å)
C: 7.351 3.059 2.878  -0.166
C: 7.522 2.166 2.094  -0.213
C: 7.755 1.164 1.028  -1.058
C: 6.638 1.304 -0.048  -0.488
C: 5.857 0.018 -0.364  -1.172
N: 4.613 -0.191 0.442  0.325
I: 5.154 -0.658 2.458  0.396
C: 3.840 -1.461 -0.009  0.593
C: 4.513 -2.356 -1.043  -1.498
O: 5.581 -3.090 -0.475  -0.349
C: 5.278 -4.481 -0.290  -0.152
C: 6.269 -5.028 0.743  -1.153
C: 2.370 -1.146 -0.371  0.605
C: 1.480 -2.328 0.012  -1.560
C: -0.029 -2.064 -0.097  -1.197
C: -0.506 -1.573 -1.487  -0.599
C: -1.432 -0.356 -1.389  -0.920
N: -2.770 -0.650 -0.914  0.301
C: -3.837 0.126 -1.295  -0.635
C: -4.964 -0.347 -0.668  -0.173
C: -4.567 -1.462 0.124  -1.015
C: -3.210 -1.610 -0.056  -0.102
C: 2.129 0.229 0.313  -1.449
N: 1.227 0.323 1.467  -0.505
C: 1.422 -0.288 2.502  0.499
S: 1.575 -1.171 3.786  -0.266
C: 3.556 0.898 0.385  0.740
S: 3.663 1.830 -1.232  -0.141
C: 3.689 2.001 1.476  -0.753
C: 3.387 3.431 1.045  -0.703
N: 2.215 3.888 1.115  -0.524
H: 7.164 3.960 3.415  0.437
H: 7.795 0.175 1.485  0.397
H: 8.744 1.380 0.623  0.477
H: 7.133 1.586 -0.979  0.477
H: 6.008 2.148 0.211  0.150
H: 5.630 0.014 -1.424  0.463
H: 6.507 -0.828 -0.139  0.824
H: 3.775 -2.098 0.870  0.297
H: 4.845 -1.821 -1.938  0.267
H: 3.753 -3.058 -1.394  0.649
H: 5.380 -4.979 -1.257  0.346
H: 4.271 -4.604 0.123  0.246
H: 6.314 -4.310 1.561  0.237
H: 5.877 -5.975 1.114  0.398
H: 7.250 -5.152 0.291  0.305
H: 2.303 -1.015 -1.455  0.565
H: 1.717 -3.215 -0.580  0.600
H: 1.696 -2.597 1.052  0.318
H: -0.518 -3.020 0.098  0.586
H: -0.366 -1.373 0.675  0.730
H: 0.353 -1.263 -2.089  0.418
H: -0.996 -2.371 -2.046  0.468
H: -0.962 0.355 -0.693  0.354
H: -1.505 0.151 -2.350  0.430
H: -3.774 0.960 -1.973  0.346
H: -5.973 0.028 -0.730  0.404
H: -5.151 -2.087 0.778  0.439
H: -2.576 -2.347 0.405  0.320
H: 1.621 0.826 -0.435  0.828
H: 3.353 0.840 -2.097  0.194
H: 3.037 1.794 2.324  0.621
H: 4.712 2.030 1.862  0.014
H: 4.233 4.046 0.720  0.472
H: 2.188 4.859 0.808  0.292
C: 7.527 1.651 7.318  -0.757
C: 8.539 0.555 7.681  -0.644
C: 7.864 -0.798 7.422  -0.768
S: 6.661 -0.510 6.123  1.160
O: 5.336 -0.724 6.644  -0.679
O: 7.089 -1.178 4.907  -0.707
C: 6.944 1.248 5.967  -0.365
H: 7.993 2.633 7.273  0.344
H: 6.735 1.688 8.069  0.343
H: 9.423 0.652 7.048  0.302
H: 8.867 0.634 8.715  0.350
H: 8.568 -1.557 7.089  0.351
H: 7.321 -1.156 8.295  0.362
H: 6.007 1.745 5.727  0.476
H: 7.665 1.398 5.162  0.141
C: -9.665 3.792 -1.372  -0.627
C: -8.490 4.150 -2.291  -0.691
C: -7.328 3.213 -1.935  -0.648
S: -8.078 1.708 -1.301  1.224
O: -7.725 1.562 0.088  -0.669
O: -7.872 0.633 -2.242  -0.600
C: -9.772 2.271 -1.407  -0.645
H: -10.591 4.263 -1.698  0.365
H: -9.456 4.127 -0.354  0.299
H: -8.782 3.997 -3.331  0.300
H: -8.196 5.193 -2.183  0.348
H: -6.720 2.964 -2.801  0.384
H: -6.701 3.624 -1.147  0.363
H: -10.342 1.853 -0.581  0.443
H: -10.176 1.924 -2.358  0.215
C: -9.873 -1.398 -4.632  -0.482
C: -10.687 -2.167 -5.682  -0.717
C: -11.205 -1.142 -6.700  -0.667
S: -10.014 0.205 -6.699  1.194
O: -10.659 1.392 -6.191  -0.654
O: -9.300 0.221 -7.950  -0.690
C: -8.963 -0.460 -5.417  -0.503
H: -9.297 -2.065 -3.993  0.406
H: -10.544 -0.818 -3.995  0.186
H: -10.043 -2.892 -6.183  0.315
H: -11.511 -2.718 -5.230  0.345
H: -11.270 -1.551 -7.705  0.367
H: -12.168 -0.730 -6.405  0.365
H: -8.561 0.353 -4.818  0.176
H: -8.154 -1.006 -5.901  0.351